(i)
Formula: C4H8O
Source: OMol25
Level of theory: wB97M-V/def2-TZVPD

## Properties
- frontier orbital gap (alpha / beta) (eV) = 8.3 / 7.4

Geometry as ORCA input:
```
! wB97M-V def2-TZVPD RIJCOSX def2/J DEFGRID3
* xyz 0 1
C 0.0541 -0.0023 0.0563
C 0.7747 0.3636 -1.0953
C 0.8804 0.0531 1.1951
C -0.9860 -1.0945 -0.0441
O -1.0152 1.4231 -0.2610
H -0.5075 2.1544 0.1183
H 0.5941 -0.0962 -2.0598
H 1.5607 1.1029 -1.0264
H 0.6889 -0.5705 2.0579
H 1.7011 0.7547 1.2515
H -0.5055 -2.0718 -0.1243
H -1.6168 -1.0848 0.8434
H -1.6229 -0.9317 -0.9117
*
```

These are the natural (NBO) partial charges, in e, on atoms 1 to 6: 0.049, -0.167, -0.318, -0.624, -0.827, 0.444



(ii)
Formula: C4H8O
Source: OMol25
Level of theory: wB97M-V/def2-TZVPD

## Properties
- frontier orbital gap (eV) = 8.1

Geometry as ORCA input:
```
! wB97M-V def2-TZVPD RIJCOSX def2/J DEFGRID3
* xyz 0 1
C -0.2457 1.3678 0.7321
C 0.2374 -0.3886 0.0530
O 1.2912 -0.6677 0.8580
C 0.1442 -0.4898 -1.4143
C -0.8851 -1.0993 -0.4852
H -1.0529 1.9454 0.2635
H 0.7126 1.7850 0.4297
H -0.3338 1.3454 1.8210
H 1.0044 -1.3285 1.5039
H -0.1214 0.3633 -2.0441
H 0.9651 -1.0861 -1.8202
H -0.8635 0.2459 0.3590
H -1.0284 -2.1608 -0.3122
*
```

These are the natural (NBO) partial charges, in e, on atoms 1 to 6: -0.799, 0.285, -0.663, -0.447, -0.607, 0.240



(iii)
Formula: C4H8O
Source: OMol25
Level of theory: wB97M-V/def2-TZVPD

## Properties
- SMILES string = CCCC=O
- frontier orbital gap (eV) = 10.9

Geometry as ORCA input:
```
! wB97M-V def2-TZVPD RIJCOSX def2/J DEFGRID3
* xyz 0 1
C -1.4644 0.5327 0.0726
C -0.4674 -0.4917 -0.5578
C 0.8247 -0.5172 0.2740
C 1.8665 0.4781 -0.1344
O 1.5991 1.4426 -0.8144
H -1.1552 1.5619 -0.1550
H -1.5757 0.4941 1.1756
H -2.4569 0.3553 -0.3378
H -0.9032 -1.4960 -0.5608
H -0.2651 -0.1523 -1.5763
H 0.2851 -0.0207 1.0670
H 1.2317 -1.4702 0.6481
H 2.8926 0.3526 0.2799
*
```

These are the natural (NBO) partial charges, in e, on atoms 1 to 6: -0.624, -0.390, -0.550, 0.441, -0.537, 0.223



(iv)
Formula: C4H8O
Source: OMol25
Level of theory: wB97M-V/def2-TZVPD

## Properties
- frontier orbital gap (eV) = 10.7

Geometry as ORCA input:
```
! wB97M-V def2-TZVPD RIJCOSX def2/J DEFGRID3
* xyz 0 1
C -1.2465 -0.7973 0.0027
C -0.0064 -0.0894 0.5226
C 1.2802 -0.3718 -0.2700
O 1.2408 0.9223 -0.8880
C 0.1906 1.3411 -0.0070
H -2.1561 -0.3641 0.4336
H -1.2321 -1.8652 0.2486
H -1.3076 -0.7008 -1.0880
H 0.0842 -0.1960 1.6081
H 1.2273 -1.1818 -1.0087
H 2.1806 -0.4985 0.3454
H 0.5536 2.0591 0.7404
H -0.6550 1.7808 -0.5515
*
```

These are the natural (NBO) partial charges, in e, on atoms 1 to 6: -0.607, -0.267, -0.054, -0.536, -0.053, 0.211



(iii) takes first place; second place is 6.0 kcal/mol up.



(i)
Formula: C4H8O
Source: OMol25
Level of theory: wB97M-V/def2-TZVPD

## Properties
- SMILES string = C=CO.C=C
- frontier orbital gap (eV) = 10.9

Geometry as ORCA input:
```
! wB97M-V def2-TZVPD RIJCOSX def2/J DEFGRID3
* xyz 0 1
C 5.4620 -2.2397 -1.8810
C 4.3967 -1.5167 -2.1994
O 3.1564 -2.1702 -2.3333
H 6.4339 -1.7628 -1.8632
H 5.4530 -3.3068 -1.7268
H 4.3212 -0.6970 -2.9289
H 3.0766 -2.7643 -3.0704
C -5.5530 2.7340 2.0748
C -5.2547 2.1165 3.2027
H -4.6986 3.1429 1.5340
H -6.5261 2.8321 1.6203
H -4.3101 2.0431 3.7080
H -5.9574 1.5890 3.8632
*
```

These are the natural (NBO) partial charges, in e, on atoms 1 to 6: -0.433, 0.107, -0.755, 0.202, 0.209, 0.191



(ii)
Formula: C4H8O
Source: OMol25
Level of theory: wB97M-V/def2-TZVPD

## Properties
- SMILES string = C[C@@H]1CCO1
- frontier orbital gap (eV) = 10.6

Geometry as ORCA input:
```
! wB97M-V def2-TZVPD RIJCOSX def2/J DEFGRID3
* xyz 0 1
C 1.6670 -0.2325 0.2257
C 0.4179 -0.0411 -0.6362
C -0.7310 0.9000 -0.0816
C -1.4916 -0.4611 0.2100
O -0.3842 -1.2384 -0.3052
H 1.3216 -0.0240 1.2539
H 2.4242 0.5493 0.0315
H 2.1328 -1.2316 0.0710
H 0.6638 0.1755 -1.6432
H -0.4843 1.5787 0.7678
H -1.3491 1.5492 -0.7963
H -1.7307 -0.7918 1.2977
H -2.4564 -0.7323 -0.3952
*
```

These are the natural (NBO) partial charges, in e, on atoms 1 to 6: -0.627, 0.105, -0.462, -0.067, -0.545, 0.208



(ii) takes first place; second place is 25.5 kcal/mol up.



(i)
Formula: C4H8O
Source: OMol25
Level of theory: wB97M-V/def2-TZVPD

## Properties
- SMILES string = OCC1CC1
- frontier orbital gap (eV) = 11.2

Geometry as ORCA input:
```
! wB97M-V def2-TZVPD RIJCOSX def2/J DEFGRID3
* xyz 0 1
O -0.9482 -2.1660 -0.0467
C 0.1606 -1.2981 -0.1632
C -0.2445 0.1300 -0.4379
C 0.7977 1.2051 -0.3654
C -0.2712 1.1310 0.6882
H -1.5415 -1.7905 0.6157
H 0.7590 -1.6945 -0.9905
H 0.7971 -1.3227 0.7405
H -1.0100 0.2253 -1.2048
H 1.8082 0.9035 -0.0962
H 0.7492 2.0120 -1.0911
H 0.0191 0.7884 1.6804
H -1.0408 1.8980 0.6872
*
```

These are the natural (NBO) partial charges, in e, on atoms 1 to 6: -0.711, -0.054, -0.264, -0.418, -0.425, 0.462



(ii)
Formula: C4H8O
Source: OMol25
Level of theory: wB97M-V/def2-TZVPD

## Properties
- SMILES string = CC1(C)CO1
- frontier orbital gap (eV) = 11.2

Geometry as ORCA input:
```
! wB97M-V def2-TZVPD RIJCOSX def2/J DEFGRID3
* xyz 0 1
C -1.3194 -0.7075 -0.0466
C -0.0642 0.1435 -0.1052
C 1.2148 -0.6723 -0.2066
C -0.0226 1.4944 0.4744
O -0.0429 1.3025 -0.9330
H -2.1549 -0.2491 0.4869
H -1.6811 -1.0190 -1.0316
H -1.0326 -1.6020 0.5057
H 2.0768 -0.1141 0.1682
H 1.3985 -0.9332 -1.2548
H 1.1455 -1.6127 0.3503
H -0.9178 1.9792 0.8677
H 0.9114 1.8567 0.9072
*
```

These are the natural (NBO) partial charges, in e, on atoms 1 to 6: -0.629, 0.202, -0.626, -0.104, -0.494, 0.216



(i) takes first place; second place is 2.0 kcal/mol up.



(i)
Formula: C3H3ClF2OS
Source: OMol25
Level of theory: wB97M-V/def2-TZVPD

## Properties
- SMILES string = FC(F)(Cl)COC=S
- frontier orbital gap (eV) = 9.4

Geometry as ORCA input:
```
! wB97M-V def2-TZVPD RIJCOSX def2/J DEFGRID3
* xyz 0 1
F -0.9574 1.3859 -0.8180
C -1.2891 0.4727 0.1396
F -1.2946 1.1144 1.3011
Cl -2.9285 -0.0580 -0.1496
C -0.3443 -0.6694 0.2043
O 0.9026 -0.0813 0.5920
C 1.8571 0.0946 -0.2894
S 3.3995 0.3856 0.0491
H -0.2710 -1.2054 -0.7333
H -0.5181 -1.3800 0.9498
H 1.4437 -0.0591 -1.2456
*
```

These are the natural (NBO) partial charges, in e, on atoms 1 to 6: -0.320, 0.639, -0.305, -0.019, -0.151, -0.477



(ii)
Formula: C3H3ClF2OS
Source: OMol25
Level of theory: wB97M-V/def2-TZVPD

## Properties
- frontier orbital gap (eV) = 8.6

Geometry as ORCA input:
```
! wB97M-V def2-TZVPD RIJCOSX def2/J DEFGRID3
* xyz 0 1
C -1.2217 0.1380 0.0485
C -0.2777 -0.8755 -0.6492
C 1.8463 0.3250 -0.1432
H -0.1328 -0.6457 -1.6284
H -0.6217 -1.9589 -0.5422
H 1.0907 1.6037 -0.3585
O 1.1162 -0.9931 -0.0270
F -1.2009 1.4233 -0.3247
F -0.9302 -0.1003 1.3984
S 3.5772 0.1436 0.0193
Cl -2.9060 -0.1638 -0.1626
*
```

These are the natural (NBO) partial charges, in e, on atoms 1 to 6: 0.613, -0.142, -0.024, 0.200, 0.246, 0.260



(i) takes first place; second place is 72.4 kcal/mol up.



(i)
Formula: CH2NO4
Source: OMol25
Level of theory: wB97M-V/def2-TZVPD

## Properties
- frontier orbital gap (alpha / beta) (eV) = 8.0 / 8.0

Geometry as ORCA input:
```
! wB97M-V def2-TZVPD RIJCOSX def2/J DEFGRID3
* xyz -1 1
C 0.1637 -0.2374 -0.7033
N -0.4002 0.7707 1.5795
O -0.6632 -0.7891 0.0064
O 0.8753 0.7887 -0.6820
O 0.6370 -0.9970 -1.7365
O -1.2886 1.1015 2.4086
H -0.3554 1.3071 0.6828
H 1.0314 -1.9444 -1.5555
*
```

These are the natural (NBO) partial charges, in e, on atoms 1 to 6: 0.937, -0.030, -0.701, -0.771, -0.801, -0.414



(ii)
Formula: CH2NO4
Source: OMol25
Level of theory: wB97M-V/def2-TZVPD

## Properties
- SMILES string = O=C([O-])N(O)O
- frontier orbital gap (eV) = 8.1

Geometry as ORCA input:
```
! wB97M-V def2-TZVPD RIJCOSX def2/J DEFGRID3
* xyz -1 1
O 0.4134 -1.4500 0.9903
C -0.4168 -0.6187 0.5851
O -1.5710 -0.5710 0.2752
N 0.2670 0.8806 0.1988
O -0.4666 1.3873 -0.8414
O 1.4430 0.2542 -0.3619
H -1.1179 0.6879 -1.1022
H 1.4489 -0.5703 0.2561
*
```

These are the natural (NBO) partial charges, in e, on atoms 1 to 6: -0.748, 0.856, -0.717, -0.030, -0.603, -0.685



(ii) takes first place; second place is 11.3 kcal/mol up.